A molecular structure, C7H4F6IrN2O5S3 in a non-equilibrium geometry, computed with ωB97M-V/def2-TZVPD.

## Properties
* <S²>: 6.02
* net charge: +1
* 2S+1: 5
* E_HOMO (spin up / spin down): -9.9 / -14.4 eV
* orbital gap (spin up / spin down): 5.22 / 6.15 eV

```
28
C7H4F6IrN2O5S3 | OMol25 | ωB97M-V/def2-TZVPD
Ir 0.178 0.084 -0.124
O -0.565 1.313 1.167
N -0.491 2.670 0.780
C -1.163 3.442 1.669
C -1.376 4.769 1.313
C -0.596 5.197 0.191
C 0.265 4.450 -0.527
C 0.250 3.008 -0.293
S 1.280 1.874 -1.027
H -1.377 2.997 2.701
H -2.149 5.398 1.843
H -0.740 6.218 -0.295
H 0.809 4.861 -1.432
F 2.106 -3.122 -3.822
C 2.303 -3.236 -2.474
F 3.417 -2.612 -2.148
F 2.406 -4.546 -2.296
S 0.607 -2.695 -1.672
O 0.509 -1.163 -1.721
O -0.410 -3.385 -2.444
N 0.839 -3.191 -0.131
S 0.118 -2.597 1.130
O -0.681 -1.386 0.948
O 0.973 -2.591 2.318
C -1.363 -3.719 1.484
F -2.139 -3.083 2.422
F -2.077 -4.106 0.424
F -0.936 -4.850 2.017
```

Atom charges from the natural (NBO) analysis, given in e for atoms 1 to 4: 1.280 -0.463 -0.094 0.088